32
Properties=species:S:1:pos:R:3 method="wB97M-V/def2-TZVPD" multiplicity=3 total_energy_ha=-2606.5405 s2=2.002 orbital_gap_ev="4.532 / 3.711" total_charge=+3 e_lumo_ha="-0.5222 / -0.5523"
C 2.897 -0.933 0.301
C 1.766 -1.117 -0.710
C 1.353 0.163 -1.422
C 0.398 1.137 -0.679
C -0.805 0.493 0.033
C -1.691 -0.204 -0.993
B -2.003 -1.774 -0.706
O -3.098 -2.174 -0.082
O -1.088 -2.674 -1.158
O -0.497 -0.228 1.285
S -0.146 0.852 2.361
O -0.442 0.436 3.614
O 1.409 1.155 2.408
O -0.737 2.114 1.776
C -1.687 1.642 0.641
O -1.897 2.696 -0.095
I -3.413 0.965 1.788
H 3.058 0.157 0.536
H 2.756 -1.535 1.195
H 3.834 -1.259 -0.122
H 2.201 -1.761 -1.455
H 0.940 -1.662 -0.289
H 0.967 -0.096 -2.393
H 2.271 0.706 -1.610
H 0.978 1.815 -0.038
H -0.025 1.761 -1.442
H -2.639 0.308 -1.071
H -1.231 -0.125 -1.964
H -3.811 -1.526 -0.213
H -0.724 -3.176 -0.410
H -2.055 2.462 -1.028
Tm 3.160 1.383 1.942